Entry 1:
Below is C27H39Br2O4PS4W as an isolated structure, with properties calculated with ωB97M-V with the def2-TZVPD basis set.

Structure (ORCA input):
```
! wB97M-V def2-TZVPD RIJCOSX def2/J DEFGRID3
* xyz 3 2
W 0.049 -0.216 0.627
Br 5.413 0.043 4.293
C 6.016 0.742 5.768
Br 1.531 0.883 2.301
H 6.440 1.743 5.753
H 5.974 0.164 6.688
O 1.821 -1.194 0.050
S 3.035 -0.558 -0.679
C 3.272 -1.676 -2.114
C 1.926 -2.157 -2.638
C 1.038 -1.019 -3.143
C -0.395 -1.434 -3.441
S -1.211 -2.170 -1.987
O -0.652 -1.285 -0.812
C -2.869 -1.642 -2.157
C -3.838 -2.639 -2.160
C -5.163 -2.268 -2.350
C -5.489 -0.930 -2.507
C -4.505 0.060 -2.475
C -3.180 -0.289 -2.307
C 4.435 -1.037 0.305
C 4.362 -2.144 1.140
C 5.509 -2.538 1.815
C 6.697 -1.829 1.651
C 6.743 -0.710 0.825
C 5.602 -0.302 0.148
H 3.903 -2.505 -1.800
H 3.817 -1.074 -2.845
H 1.434 -2.714 -1.839
H 2.121 -2.875 -3.438
H 1.447 -0.607 -4.070
H 1.014 -0.191 -2.430
H -0.454 -2.237 -4.181
H -1.010 -0.603 -3.781
H -3.565 -3.679 -2.030
H -5.934 -3.026 -2.379
H -6.522 -0.647 -2.661
H -4.779 1.099 -2.596
H -2.403 0.468 -2.286
H 3.435 -2.693 1.243
H 5.486 -3.421 2.441
H 7.598 -2.167 2.147
H 7.669 -0.167 0.694
H 5.629 0.568 -0.497
C -5.547 -0.808 2.462
C -4.745 -1.455 1.364
O -3.411 -1.910 1.806
P -2.301 -1.035 2.438
S -0.537 -1.986 2.316
S -1.996 0.696 1.326
O -2.759 -0.709 3.884
C -2.009 0.188 4.781
C -2.874 1.374 5.116
H -6.549 -0.609 2.078
H -5.120 0.143 2.781
H -5.639 -1.467 3.324
H -4.578 -0.788 0.517
H -5.206 -2.372 1.011
H -1.077 0.477 4.289
H -1.777 -0.421 5.651
H -3.098 1.962 4.226
H -2.350 2.015 5.824
H -3.807 1.052 5.575
C 1.405 3.500 -3.118
C 0.263 3.603 -2.095
C -1.091 3.710 -2.815
C 0.476 4.823 -1.182
C 0.257 2.405 -1.258
C 0.253 1.398 -0.556
H 1.411 4.396 -3.738
H 1.273 2.636 -3.773
H 2.372 3.423 -2.620
H -1.095 4.605 -3.437
H -1.911 3.785 -2.100
H -1.260 2.849 -3.465
H 0.485 5.724 -1.796
H 1.426 4.759 -0.652
H -0.328 4.914 -0.452
*
```

Computed properties:
- DFT total energy: -231337.04361 eV
- Lowest unoccupied orbital energy (alpha / beta): -11.23 / -11.22 eV
- Expectation value of S²: 0.765
- Kohn-Sham gap (alpha / beta): 4.60 / 5.34 eV
- HOMO level (alpha / beta): -15.83 / -16.57 eV

Entry 2:
Below is CH8N4 as an isolated structure at a distorted geometry, with properties calculated with ωB97M-V with the def2-TZVPD basis set.

Structure (ORCA input):
```
! wB97M-V def2-TZVPD RIJCOSX def2/J DEFGRID3
* xyz 0 1
C 0.254 0.719 -0.448
N -0.259 -0.762 0.681
N 0.292 -2.037 0.305
N 0.521 1.747 0.477
N -0.922 0.715 -1.102
H -0.147 -0.625 1.683
H 1.188 0.357 -0.908
H 0.362 -2.006 -0.712
H -0.386 -2.769 0.520
H 1.471 1.796 0.815
H -0.894 1.008 -2.072
H -0.267 2.365 0.607
H -1.212 -0.507 0.153
*
```

Computed properties:
- DFT total energy: -7123.90116 eV
- Lowest unoccupied orbital energy: 1.17 eV
- Kohn-Sham gap: 8.80 eV
- HOMO level: -7.63 eV

Entry 3:
Below is C4H11InNO5S as an isolated structure at a distorted geometry, with properties calculated with ωB97M-V with the def2-TZVPD basis set.

Structure (ORCA input):
```
! wB97M-V def2-TZVPD RIJCOSX def2/J DEFGRID3
* xyz 1 1
In 13.913 10.154 21.387
S 15.543 8.045 20.775
O 16.979 8.396 20.768
O 14.888 8.317 22.058
O 14.884 9.029 19.888
O 15.167 6.703 20.326
C 16.939 12.821 20.032
C 15.715 11.987 20.339
C 15.052 11.319 19.125
O 13.740 10.782 19.375
C 13.273 10.113 18.237
N 15.953 11.118 21.485
H 17.607 12.239 19.396
H 17.528 13.169 20.881
H 16.650 13.703 19.460
H 15.005 12.730 20.702
H 15.695 10.494 18.819
H 14.937 12.066 18.340
H 12.186 10.025 18.238
H 13.783 9.150 18.220
H 13.562 10.654 17.337
H 16.233 11.584 22.337
H 16.879 10.763 21.293
*
```

Computed properties:
- DFT total energy: -32051.33283 eV
- Lowest unoccupied orbital energy: -8.61 eV
- Kohn-Sham gap: 4.42 eV
- HOMO level: -13.03 eV

Entry 4:
Below is an isolated ion of composition C3H8NO and charge +2 at a distorted geometry, with properties calculated with ωB97M-V with the def2-TZVPD basis set.

Structure (ORCA input):
```
! wB97M-V def2-TZVPD RIJCOSX def2/J DEFGRID3
* xyz 2 2
O -0.639 -0.775 -1.639
C -0.536 0.240 -1.038
C -0.135 0.302 0.458
C 0.963 1.307 0.711
N 0.118 -1.061 1.043
H -0.725 1.216 -1.559
H -1.072 0.651 0.918
H 1.923 1.048 0.258
H 0.710 2.247 0.223
H 1.082 1.501 1.776
H -0.681 -1.707 1.012
H 0.923 -1.547 0.620
H 0.401 -1.004 2.041
*
```

Computed properties:
- DFT total energy: -6756.02155 eV
- Lowest unoccupied orbital energy (alpha / beta): -11.14 / -15.09 eV
- Expectation value of S²: 0.758
- Kohn-Sham gap (alpha / beta): 12.00 / 8.15 eV
- HOMO level (alpha / beta): -23.14 / -23.25 eV

Entry 5:
Below is C30H25LiN3OSi as an isolated structure, with properties calculated with ωB97M-V with the def2-TZVPD basis set.

Structure (ORCA input):
```
! wB97M-V def2-TZVPD RIJCOSX def2/J DEFGRID3
* xyz -1 1
Li 2.155 -0.407 -0.671
O 4.947 1.581 1.327
C 4.146 1.010 0.562
N 3.025 0.374 0.841
C 2.693 0.334 2.253
C 1.266 -0.089 2.485
C 0.164 0.888 2.138
C -1.162 0.706 2.915
C -1.303 -0.682 3.448
C -0.275 -1.524 3.454
N 1.054 -1.194 3.090
C 4.472 1.039 -0.929
C 5.595 1.733 -1.360
C 5.881 1.778 -2.712
C 5.039 1.124 -3.601
C 3.944 0.451 -3.086
N 3.663 0.402 -1.787
H 2.840 1.326 2.704
H 3.344 -0.356 2.799
H 0.560 1.897 2.277
H -1.347 1.442 3.706
H -2.272 -1.014 3.805
H -0.395 -2.543 3.801
H 6.202 2.217 -0.608
H 6.749 2.315 -3.074
H 5.220 1.135 -4.667
H 3.256 -0.072 -3.742
C -2.378 -4.467 1.474
C -0.998 -4.320 1.423
C -0.443 -3.184 0.850
C -1.232 -2.163 0.313
C -2.617 -2.349 0.356
C -3.187 -3.476 0.934
Si -0.363 -0.632 -0.469
C -0.642 0.867 0.776
C -1.965 0.969 1.612
C -2.657 2.299 1.586
C -2.213 3.329 0.866
C -1.020 3.218 0.021
C -0.312 2.089 -0.024
C -1.655 -0.242 -1.850
C -2.731 0.646 -1.731
C -3.650 0.827 -2.757
C -3.525 0.115 -3.942
C -2.468 -0.772 -4.089
C -1.551 -0.936 -3.059
H -2.819 -5.350 1.922
H -0.354 -5.089 1.835
H 0.637 -3.073 0.834
H -3.270 -1.602 -0.085
H -4.266 -3.586 0.956
H -2.694 0.176 1.416
H -3.549 2.407 2.198
H -2.744 4.274 0.892
H -0.729 4.073 -0.578
H 0.577 2.036 -0.650
H -2.860 1.220 -0.821
H -4.469 1.527 -2.629
H -4.241 0.254 -4.744
H -2.354 -1.333 -5.010
H -0.723 -1.627 -3.194
*
```

Computed properties:
- DFT total energy: -46117.77187 eV
- Lowest unoccupied orbital energy: 2.47 eV
- Kohn-Sham gap: 6.39 eV
- HOMO level: -3.92 eV

Entry 6:
Below is H26NO11 as an isolated structure at a distorted geometry, with properties calculated with ωB97M-V with the def2-TZVPD basis set.

Structure (ORCA input):
```
! wB97M-V def2-TZVPD RIJCOSX def2/J DEFGRID3
* xyz 1 1
N 0.153 0.274 -0.142
H -0.099 1.118 -0.300
H 1.231 0.206 0.213
H -0.114 -0.371 -0.899
H -0.485 -0.071 0.432
O -1.494 -1.843 -1.249
H -1.762 -2.613 -1.975
H -1.236 -2.290 -0.368
O -0.544 0.113 -3.869
H -1.359 -0.301 -4.155
H 0.156 -0.459 -3.641
O -0.411 -2.676 1.258
H 0.439 -2.670 0.838
H -0.515 -2.191 2.082
O -2.035 1.271 3.152
H -2.177 2.123 2.954
H -1.982 0.843 2.376
O -0.312 -1.122 2.807
H -1.248 -1.062 2.931
H 0.122 -1.633 3.528
O 0.544 3.170 0.861
H 0.230 3.278 1.649
H 1.486 3.262 0.789
O 1.634 -2.393 0.429
H 1.806 -2.489 -0.565
H 2.458 -1.843 0.701
O -2.604 0.320 0.046
H -2.291 -0.435 -0.544
H -2.888 -0.073 0.832
O 2.553 0.353 -2.324
H 3.307 0.912 -2.156
H 2.789 0.168 -3.300
O -1.167 2.807 -2.557
H -0.816 2.085 -2.961
H -2.005 2.959 -2.951
O 2.714 0.741 1.898
H 3.260 0.001 1.432
H 2.662 0.533 2.746
*
```

Computed properties:
- DFT total energy: -24424.39919 eV
- Lowest unoccupied orbital energy: -3.54 eV
- Kohn-Sham gap: 9.90 eV
- HOMO level: -13.44 eV

Entry 7:
Below is a 2-piece molecular cluster, C5H13NO2 overall at a distorted geometry, with properties calculated with ωB97M-V with the def2-TZVPD basis set.

Structure (ORCA input):
```
! wB97M-V def2-TZVPD RIJCOSX def2/J DEFGRID3
* xyz 0 1
C -0.817 -2.476 1.738
C 0.152 -1.841 0.782
C 1.459 -2.548 0.600
N -0.089 -0.814 0.093
H -1.107 -3.460 1.369
H -0.344 -2.624 2.709
H -1.707 -1.862 1.865
H 1.288 -3.571 0.268
H 2.076 -2.026 -0.125
H 1.987 -2.595 1.550
H -0.933 -0.237 0.317
C -0.082 3.447 -1.564
C -0.059 2.194 -0.698
O 0.793 1.264 -1.219
O -1.431 1.641 -0.552
H 0.909 3.897 -1.565
H -0.803 4.161 -1.174
H -0.340 3.180 -2.588
H 0.185 2.447 0.348
H 0.633 0.330 -0.707
H -1.770 1.493 -1.445
*
```

Computed properties:
- DFT total energy: -10980.65124 eV
- Lowest unoccupied orbital energy: 0.81 eV
- Kohn-Sham gap: 10.38 eV
- HOMO level: -9.57 eV

Entry 8:
Below is C7H10O in the gas phase at a distorted geometry, with properties calculated with ωB97M-V with the def2-TZVPD basis set.

Structure (ORCA input):
```
! wB97M-V def2-TZVPD RIJCOSX def2/J DEFGRID3
* xyz 0 1
C 0.469 1.372 -0.413
C 1.524 0.143 -0.253
C 0.526 -1.170 -0.511
C -0.924 -1.015 0.281
C -0.591 -0.001 1.443
C -0.713 1.023 0.168
C -1.362 -0.081 -0.574
H 0.762 2.380 -0.224
H 0.190 1.405 -1.443
H 2.125 -0.252 -1.340
H 0.760 -1.828 0.237
H 0.385 -1.679 -1.576
H -1.486 -1.960 0.368
H -1.275 0.292 2.277
H 0.340 -0.037 1.946
H -1.497 1.941 0.509
H -1.520 -0.367 -1.637
O 2.288 -0.166 0.745
*
```

Computed properties:
- DFT total energy: -9459.81677 eV
- Lowest unoccupied orbital energy: -1.40 eV
- Kohn-Sham gap: 5.63 eV
- HOMO level: -7.04 eV

Entry 9:
Below is C6H15N in the gas phase at a distorted geometry, with properties calculated with ωB97M-V with the def2-TZVPD basis set.

Structure (ORCA input):
```
! wB97M-V def2-TZVPD RIJCOSX def2/J DEFGRID3
* xyz 0 1
C 1.236 -2.033 2.718
C 0.053 -1.047 2.179
N 0.375 -0.011 1.083
C -0.253 -0.253 -0.299
C -0.238 1.035 -1.260
C -1.611 1.781 -1.337
C 0.270 0.816 -2.694
H 2.002 -1.512 3.255
H 1.709 -2.606 1.937
H 0.861 -2.677 3.555
H -0.747 -1.622 1.818
H -0.239 -0.285 3.006
H 1.321 0.273 1.061
H 0.288 -1.125 -0.762
H -1.240 -0.543 -0.385
H 0.583 1.705 -0.723
H -1.979 2.064 -2.319
H -2.438 1.237 -0.858
H -1.494 2.768 -0.841
H -0.399 0.876 -3.472
H 0.688 -0.207 -2.674
H 1.251 1.364 -2.989
*
```

Computed properties:
- DFT total energy: -7953.16299 eV
- Lowest unoccupied orbital energy: 1.15 eV
- Kohn-Sham gap: 9.46 eV
- HOMO level: -8.31 eV

Entry 10:
Below is C17H36N4O5RuS3Sb as an isolated structure, with properties calculated with ωB97M-V with the def2-TZVPD basis set.

Structure (ORCA input):
```
! wB97M-V def2-TZVPD RIJCOSX def2/J DEFGRID3
* xyz 2 2
Ru 0.235 1.216 -0.005
O -2.665 2.802 2.473
C -1.835 1.888 2.035
O -1.613 1.766 0.831
C -1.394 0.979 3.167
O -0.283 0.170 2.913
C 0.964 0.612 3.453
C 1.705 1.471 2.440
O 2.922 1.454 2.343
O 0.904 2.186 1.698
H -3.010 3.326 1.731
H -2.256 0.321 3.328
H -1.279 1.585 4.068
H 1.548 -0.269 3.708
H 0.809 1.198 4.362
N 2.226 1.111 -0.627
N 2.927 2.323 -0.309
C 2.209 3.463 -0.485
N 2.819 4.592 -0.195
S 0.600 3.416 -1.055
H 2.778 0.366 -0.203
H 2.297 0.987 -1.637
H 3.353 2.230 0.626
H 3.797 4.619 0.053
H 2.307 5.459 -0.227
C 0.470 -3.982 -1.614
C 0.410 -2.457 -1.697
C 1.640 -1.919 -2.425
Sb 0.131 -1.467 0.207
C -1.816 -2.027 0.953
C -2.106 -3.525 0.934
C -2.924 -1.268 0.229
C 1.556 -2.331 1.587
C 1.603 -3.858 1.595
C 2.963 -1.780 1.365
H 0.359 -4.387 -2.622
H -0.313 -4.418 -0.998
H 1.431 -4.325 -1.236
H -0.489 -2.174 -2.250
H 2.559 -2.146 -1.878
H 1.588 -0.845 -2.609
H 1.727 -2.399 -3.403
H -1.753 -1.692 1.992
H -2.224 -3.895 -0.085
H -3.053 -3.705 1.447
H -1.350 -4.122 1.438
H -2.990 -1.567 -0.819
H -2.784 -0.189 0.258
H -3.885 -1.503 0.694
H 1.169 -1.988 2.549
H 2.116 -4.241 0.714
H 0.628 -4.334 1.656
H 2.180 -4.182 2.464
H 3.341 -2.049 0.374
H 3.650 -2.229 2.087
H 3.035 -0.703 1.509
S -0.739 0.557 -2.113
C -1.737 1.887 -2.605
N -1.480 2.612 -3.661
C -2.387 3.734 -3.934
C -3.700 3.363 -3.253
S -3.224 2.287 -1.853
H -0.623 2.464 -4.179
H -2.507 3.864 -5.007
H -1.950 4.641 -3.511
H -4.354 2.788 -3.905
H -4.233 4.234 -2.884
*
```

Computed properties:
- DFT total energy: -76023.57180 eV
- Lowest unoccupied orbital energy (alpha / beta): -6.18 / -6.89 eV
- Expectation value of S²: 0.755
- Kohn-Sham gap (alpha / beta): 7.80 / 7.02 eV
- HOMO level (alpha / beta): -13.98 / -13.91 eV

Entry 11:
Below is C4H11NO as an isolated structure at a distorted geometry, with properties calculated with ωB97M-V with the def2-TZVPD basis set.

Structure (ORCA input):
```
! wB97M-V def2-TZVPD RIJCOSX def2/J DEFGRID3
* xyz 0 1
C -0.549 1.279 0.284
C -0.086 0.376 -0.853
N -1.001 2.539 -0.255
O -1.515 0.633 1.100
H -2.217 0.287 0.536
H 0.283 1.489 0.964
H -1.297 3.162 0.488
H -1.787 2.405 -0.887
H 0.437 -0.521 -0.458
H 0.656 0.902 -1.450
H -0.922 0.137 -1.509
C 2.505 -1.578 -0.290
C 2.137 -2.401 0.501
H 1.847 -3.040 1.286
H 2.980 -0.936 -0.976
H -0.803 -2.015 0.930
H -0.669 -2.719 0.589
*
```

Computed properties:
- DFT total energy: -7860.69383 eV
- Lowest unoccupied orbital energy: 1.12 eV
- Kohn-Sham gap: 10.71 eV
- HOMO level: -9.59 eV

Entry 12:
Below is an isolated ion of composition C30H53O2S and charge +1 at a distorted geometry, with properties calculated with ωB97M-V with the def2-TZVPD basis set.

Structure (ORCA input):
```
! wB97M-V def2-TZVPD RIJCOSX def2/J DEFGRID3
* xyz 1 1
C 5.587 -1.047 -0.534
C 5.880 0.278 0.164
C 5.649 1.511 -0.718
C 4.256 2.134 -0.604
C 3.129 1.250 -1.129
C 1.810 2.011 -1.258
C 0.699 1.112 -1.791
C -0.631 1.836 -1.976
C -1.727 0.875 -2.432
C -3.051 1.563 -2.765
C -3.725 2.279 -1.592
C -4.002 1.398 -0.372
C -4.950 0.238 -0.668
C -5.372 -0.523 0.590
C -4.229 -1.218 1.332
C -3.584 -2.334 0.511
H -3.051 -1.900 -0.339
H -4.370 -2.980 0.115
C -2.617 -3.197 1.321
C -1.396 -2.437 1.812
H -1.686 -1.645 2.498
H -0.671 -3.095 2.289
S -0.526 -1.563 0.449
C 0.972 -1.097 1.352
C 2.056 -1.941 1.510
C 3.176 -1.501 2.202
C 3.227 -0.218 2.722
C 2.148 0.633 2.563
C 1.015 0.195 1.886
C -0.202 1.031 1.776
O -1.262 0.517 1.452
O -0.027 2.293 2.057
C -1.172 3.164 2.008
C -1.982 3.085 3.292
H -2.791 3.808 3.246
H -1.357 3.312 4.152
H -2.409 2.092 3.413
H -0.751 4.161 1.866
H -1.791 2.889 1.149
H 2.160 1.632 2.967
H 4.101 0.113 3.261
H 4.012 -2.170 2.328
H 2.056 -2.943 1.114
C 0.028 -3.017 -0.522
C 1.015 -2.630 -1.616
C 1.447 -3.863 -2.404
H 1.939 -4.585 -1.757
H 0.590 -4.344 -2.868
H 2.143 -3.577 -3.186
H 1.894 -2.148 -1.185
H 0.541 -1.915 -2.290
H 0.427 -3.783 0.139
H -0.886 -3.395 -0.979
H -3.131 -3.584 2.204
H -2.307 -4.060 0.727
H -4.634 -1.650 2.251
H -3.479 -0.479 1.608
H -6.119 -1.271 0.312
H -5.852 0.177 1.277
H -5.850 0.635 -1.142
H -4.488 -0.451 -1.375
H -4.453 2.024 0.403
H -3.061 1.013 0.020
H -3.104 3.123 -1.284
H -4.670 2.691 -1.950
H -3.737 0.816 -3.169
H -2.874 2.297 -3.554
H -1.381 0.354 -3.330
H -1.885 0.121 -1.657
H -0.919 2.303 -1.032
H -0.512 2.630 -2.715
H 0.552 0.277 -1.095
H 1.013 0.690 -2.748
H 1.526 2.416 -0.283
H 1.946 2.854 -1.937
H 3.408 0.860 -2.110
H 2.983 0.401 -0.456
H 4.258 3.065 -1.176
H 4.058 2.393 0.439
H 6.371 2.279 -0.437
H 5.843 1.251 -1.761
H 5.268 0.362 1.065
H 6.925 0.263 0.479
H 5.821 -1.880 0.126
H 4.544 -1.123 -0.829
H 6.201 -1.143 -1.426
*
```

Computed properties:
- DFT total energy: -46895.93700 eV
- Lowest unoccupied orbital energy: -3.10 eV
- Kohn-Sham gap: 9.56 eV
- HOMO level: -12.66 eV

Respective ΔE to the lowest compared entry with this formula, charge and spin values: 18.2, 363.8, 0.0, 77.7, 2.0, 564.7, 118.5, 843.6, 251.2, 0.0, 372.4, 0.0 kJ/mol.